15
Properties=species:S:1:pos:R:3:mulliken_charge:R:1 method="wB97M-V/def2-TZVPD" homo_lumo_gap_ev=10.0 homo_energy_ev=-9.0 multiplicity=1 e_lumo_ev=1.06 relative_energy_kj_mol=250.97 e_tot_ev=-7829.7189 smiles="CC/N=C/OC"
O -1.89 -1.22 0.09 -0.327
H -3.43 -0.48 -0.99 0.225
C 2.34 0.77 0.55 -1.131
C -0.64 -0.92 0.45 0.043
N -0.17 0.27 0.52 -0.560
H 2.08 1.67 1.12 0.306
H -2.02 0.64 -0.85 0.297
H 3.10 1.04 -0.18 0.322
C 1.12 0.18 -0.14 -0.189
C -2.65 -0.09 -0.33 -0.596
H 2.78 0.05 1.25 0.262
H -0.08 -1.83 0.67 0.505
H 0.96 0.65 -1.12 0.250
H 1.15 -0.90 -0.47 0.334
H -3.07 0.39 0.55 0.258

***

15
Properties=species:S:1:pos:R:3:mulliken_charge:R:1 method="wB97M-V/def2-TZVPD" homo_lumo_gap_ev=10.3 homo_energy_ev=-9.2 multiplicity=1 e_lumo_ev=1.10 relative_energy_kj_mol=313.13 e_tot_ev=-7829.0746 smiles=C[C@H]1N[C@H]1CO
O -1.20 2.58 -0.02 -0.507
C -0.72 0.24 -0.70 0.057
H 0.47 -1.55 -1.30 0.358
H -1.48 0.27 -1.52 0.317
H 2.26 -1.89 0.31 0.333
H 0.53 1.47 0.44 0.246
C 0.32 -1.00 -0.37 -0.188
N -0.92 -0.75 0.28 -0.427
C -0.22 1.61 -0.35 -0.478
H -1.70 -1.38 0.31 0.200
H -1.70 2.24 0.73 0.310
H 1.75 -0.50 1.29 0.278
C 1.39 -1.34 0.70 -1.005
H 0.91 -2.02 1.43 0.242
H 0.29 2.02 -1.23 0.264

***

15
Properties=species:S:1:pos:R:3:mulliken_charge:R:1 method="wB97M-V/def2-TZVPD" homo_lumo_gap_ev=10.2 homo_energy_ev=-9.4 multiplicity=1 e_lumo_ev=0.80 relative_energy_kj_mol=264.47 e_tot_ev=-7829.5789 smiles="C=C=NC.CO"
H 0.46 2.35 -1.20 0.220
O -1.46 1.67 -0.71 -0.516
H 1.72 0.13 2.87 0.244
H -0.22 1.12 -2.30 0.188
C 0.76 -0.34 2.68 -0.892
H 0.12 -0.61 3.52 0.241
H -0.87 2.77 -2.30 0.255
H 0.83 -2.64 0.07 0.333
C -0.48 1.98 -1.66 -0.514
H -0.79 -2.41 -0.64 0.306
C 0.17 -1.94 -0.45 -0.867
C 0.36 -0.57 1.46 0.638
H -1.14 0.88 -0.24 0.444
N -0.06 -0.71 0.31 -0.353
H 0.61 -1.67 -1.41 0.272

***

15
Properties=species:S:1:pos:R:3:mulliken_charge:R:1 method="wB97M-V/def2-TZVPD" homo_lumo_gap_ev=10.4 homo_energy_ev=-9.4 multiplicity=1 e_lumo_ev=0.94 relative_energy_kj_mol=168.88 e_tot_ev=-7830.5697 smiles="C[C@@H](N)CC=O"
O -0.37 -2.43 -1.31 -0.497
H 1.55 0.79 1.86 0.242
H 1.21 0.48 -0.28 0.327
H 0.03 1.24 2.24 0.226
C 0.31 0.74 0.23 0.235
C -0.71 -0.27 -0.22 -0.435
H 0.59 2.96 0.49 0.351
H -1.40 -0.52 0.67 0.262
C -0.03 -1.60 -0.46 -0.007
H 0.81 -1.83 0.33 0.305
H -1.33 0.13 -1.04 0.275
H 0.51 2.60 -1.16 0.361
N 0.60 0.61 1.67 -0.614
H -1.00 2.54 -0.23 0.322
C 0.07 2.26 -0.23 -1.355

***

15
Properties=species:S:1:pos:R:3:mulliken_charge:R:1 method="wB97M-V/def2-TZVPD" homo_lumo_gap_ev=10.6 homo_energy_ev=-9.7 multiplicity=1 e_lumo_ev=0.90 relative_energy_kj_mol=130.70 e_tot_ev=-7830.9653 smiles="CCCNC=O"
C 0.66 -0.66 0.14 -0.343
H 0.33 -1.14 -0.79 0.342
H -0.14 -2.15 1.50 0.343
C -0.86 0.60 -1.59 0.068
H -1.77 0.05 -1.28 0.317
H 1.68 1.13 -0.60 0.264
C 0.79 0.88 -0.01 -0.724
H 1.67 -1.05 0.30 0.351
O -0.22 0.26 -2.56 -0.482
H -1.32 -0.92 1.07 0.255
C -0.26 -1.09 1.28 -1.110
H -1.09 1.79 0.01 0.310
N -0.38 1.51 -0.66 -0.333
H -0.01 -0.53 2.19 0.306
H 0.90 1.31 0.98 0.437

***

15
Properties=species:S:1:pos:R:3:mulliken_charge:R:1 method="wB97M-V/def2-TZVPD" homo_lumo_gap_ev=11.1 homo_energy_ev=-10.3 multiplicity=1 e_lumo_ev=0.84 relative_energy_kj_mol=81.78 e_tot_ev=-7831.4723 smiles="CCN=C=O.C"
H -1.08 -1.29 3.10 0.294
C 0.85 -0.42 -1.57 -0.937
H 0.27 -1.67 2.00 0.234
H -1.14 -0.76 1.40 0.191
N -0.59 1.32 -0.55 -0.362
H 0.00 0.01 2.53 0.175
C 0.03 1.80 0.36 0.630
O 0.53 2.32 1.29 -0.488
H 0.98 -1.01 -2.48 0.347
C -0.36 0.50 -1.72 -0.281
H -1.27 -0.09 -1.88 0.268
C -0.49 -0.93 2.26 -0.909
H 0.73 -1.10 -0.73 0.214
H -0.25 1.15 -2.59 0.312
H 1.76 0.17 -1.42 0.310

***

15
Properties=species:S:1:pos:R:3:mulliken_charge:R:1 method="wB97M-V/def2-TZVPD" homo_lumo_gap_ev=10.1 homo_energy_ev=-9.2 multiplicity=1 e_lumo_ev=0.87 relative_energy_kj_mol=141.70 e_tot_ev=-7830.8513 smiles="CCCNC=O"
C -0.63 1.00 -0.27 -0.513
O -1.12 -1.89 0.02 -0.579
N -1.38 0.21 0.88 -0.204
H 2.37 1.00 -0.51 0.317
C -1.31 -1.15 0.96 -0.024
H -0.11 -0.89 -0.77 0.315
H 1.70 -0.05 0.75 0.291
H -0.19 1.86 0.24 0.328
H -1.38 1.35 -0.99 0.228
H -1.52 0.64 1.79 0.257
C 1.79 0.08 -0.34 -1.176
H 2.37 -0.76 -0.72 0.337
C 0.39 0.09 -0.96 -0.313
H 0.39 0.13 -2.05 0.394
H -1.39 -1.60 1.97 0.341

***

15
Properties=species:S:1:pos:R:3:mulliken_charge:R:1 method="wB97M-V/def2-TZVPD" homo_lumo_gap_ev=9.2 homo_energy_ev=-8.8 multiplicity=1 e_lumo_ev=0.43 relative_energy_kj_mol=463.19 e_tot_ev=-7827.5193
C -1.20 -0.19 0.06 0.174
C -0.87 1.72 -1.23 -0.265
H 1.31 1.24 -0.23 0.190
H -1.37 -0.33 1.13 0.384
C -0.47 -2.35 -0.33 -0.738
H -1.03 -3.07 -0.93 0.271
H 2.58 2.11 0.67 0.297
C 1.82 1.33 0.73 -0.917
H 0.59 -2.52 -0.52 0.261
H -0.68 -2.53 0.73 0.302
O -1.59 1.11 -0.31 -0.219
H 2.29 0.38 1.00 0.242
H 1.09 1.61 1.50 0.223
H -1.45 2.66 -1.36 0.134
N -0.81 -1.01 -0.78 -0.340

***

15
Properties=species:S:1:pos:R:3:mulliken_charge:R:1 method="wB97M-V/def2-TZVPD" homo_lumo_gap_ev=8.9 homo_energy_ev=-8.1 multiplicity=1 e_lumo_ev=0.85 relative_energy_kj_mol=289.63 e_tot_ev=-7829.3182 smiles="C=C(O)NCC"
H -3.19 0.09 0.83 0.285
H 3.10 0.06 -0.78 0.328
N -0.30 0.21 -0.46 -0.198
H 1.89 -0.74 -1.80 0.314
O -0.79 0.70 1.72 -0.590
C 1.07 0.72 -0.42 -0.377
H -0.64 -0.18 -1.33 0.215
H 1.23 1.07 0.61 0.293
H 1.15 1.59 -1.08 0.294
H -2.53 -1.47 0.17 0.253
C -1.11 0.14 0.59 0.855
H -1.68 -0.05 2.06 0.403
C -2.33 -0.59 0.78 -1.311
H 2.03 -1.19 -0.09 0.297
C 2.08 -0.35 -0.80 -1.060

***

15
Properties=species:S:1:pos:R:3:mulliken_charge:R:1 method="wB97M-V/def2-TZVPD" homo_lumo_gap_ev="8.6 / 8.6" homo_energy_ev="-8.1 / -8.1" multiplicity=1 e_lumo_ev="0.52 / 0.52" relative_energy_kj_mol=446.14 e_tot_ev=-7827.6960
H 1.58 0.82 -1.52 0.303
H 1.62 -1.05 -1.38 0.320
C 1.08 -0.11 -1.23 -0.472
H 2.18 0.13 2.35 0.360
H 1.02 0.08 1.10 0.228
H -2.69 -1.07 -0.99 0.300
H -3.85 -0.06 -0.07 0.204
C -2.85 -0.11 -0.48 -0.628
H 2.74 -0.58 0.82 0.244
H 2.45 1.18 0.94 0.266
C -0.68 -0.01 0.42 -0.130
N -0.08 -0.10 -0.70 -0.154
H -2.66 0.71 -1.17 0.299
C 2.11 0.20 1.27 -0.760
O -1.97 -0.01 0.63 -0.379

***

15
Properties=species:S:1:pos:R:3:mulliken_charge:R:1 method="wB97M-V/def2-TZVPD" homo_lumo_gap_ev=7.5 homo_energy_ev=-7.0 multiplicity=1 e_lumo_ev=0.49 relative_energy_kj_mol=350.84 e_tot_ev=-7828.6837
H -2.14 0.70 1.10 0.345
H -2.30 -1.34 -0.13 0.201
H 2.00 -1.45 -0.07 0.311
H 2.98 -0.05 -0.53 0.367
H -1.72 -0.47 -1.56 0.138
O -0.19 -0.61 1.66 -0.528
H 0.58 0.22 -1.30 0.319
H 2.41 -0.24 1.14 0.302
N -1.57 0.59 0.26 -0.166
C 0.88 0.39 -0.26 -0.259
H -1.51 1.48 -0.22 0.342
C 2.14 -0.38 0.09 -1.209
H 1.06 1.47 -0.17 0.315
C -0.26 0.06 0.66 0.339
C -2.36 -0.38 -0.67 -0.817

***

15
Properties=species:S:1:pos:R:3:mulliken_charge:R:1 method="wB97M-V/def2-TZVPD" homo_lumo_gap_ev=8.6 homo_energy_ev=-7.9 multiplicity=1 e_lumo_ev=0.69 relative_energy_kj_mol=380.34 e_tot_ev=-7828.3780
H 0.42 -0.55 -1.50 0.479
H 1.60 -1.79 0.05 0.268
N 1.36 -0.86 0.37 -0.201
H -0.80 1.55 -0.74 0.189
C -0.64 0.70 -0.06 0.378
H 2.68 0.18 -0.95 0.170
C 1.95 0.48 -0.18 -0.710
H 1.17 -0.81 1.36 0.269
H -1.70 -1.07 0.55 0.314
O -0.48 1.14 1.27 -0.602
H -2.10 -0.54 -1.11 0.364
H 0.47 1.29 1.38 0.378
C -1.87 -0.20 -0.09 -1.307
H -2.74 0.34 0.29 0.332
C 0.61 0.00 -0.57 -0.320